No. 1
Entry from the Open Molecules 2025 dataset: a 3-piece molecular cluster, C4H9NO2 overall in a non-equilibrium geometry (the ωB97M-V functional and the def2-TZVPD basis).

Each line ends with the Löwdin charge.
CARTESIAN COORDINATES (ANGSTROEM)
O 1.771323 2.133752 -0.348832  -0.08
O -0.446398 1.516375 2.269141  -0.07
N 0.658860 -0.509555 -1.190269  0.00
C -0.614130 -0.036858 -1.250244  -0.16
C -1.447662 -0.919005 -0.586675  -0.11
C -0.607788 -1.939337 -0.086116  -0.13
C 0.682270 -1.680207 -0.463226  -0.13
H 1.486491 0.017729 -1.427509  0.13
H -0.338436 0.616577 1.939504  0.02
H -1.066425 1.539292 3.011638  0.04
H -0.864518 0.903024 -1.712507  0.11
H 0.870898 2.505709 -0.291793  0.04
H -1.006495 -2.816557 0.402954  0.09
H 1.881444 1.751523 0.550787  0.05
H -2.507130 -0.774966 -0.472437  0.09
H 1.547702 -2.307499 -0.344411  0.10

Atoms 1-3, force components in eV/Å:
O -0.471 -0.142 0.986
O 0.206 0.414 -0.047
N 0.495 -0.424 0.287

As for the net charge: 0. Its multiplicity is 1. The strongest force on any atom comes out at 0.025 Eh/bohr. The value obtained for the energy relative to the best compared isomer or geometry (same formula, charge and spin) is 1.244 eV. The calculation puts the HOMO energy at -8.380 eV. The SMILES is c1cc[nH]c1.O.O. The calculation puts the total energy at -9878.81710 eV.

=====

No. 2
Entry from the Open Molecules 2025 dataset: an isolated molecule of C4H9NO2 (the ωB97M-V functional and the def2-TZVPD basis).

Each line ends with the Löwdin charge.
CARTESIAN COORDINATES (ANGSTROEM)
O 1.871253 0.179406 -0.181754  -0.08
O -0.256696 -0.434235 1.223419  -0.11
N -1.669475 1.234490 0.222652  0.02
C 1.551277 -1.188846 -0.137265  -0.24
C -1.398134 0.329612 1.049177  -0.24
C -0.830738 1.765229 -0.838317  -0.11
C 0.076741 -1.388113 0.214160  -0.17
H 1.752245 -1.607084 -1.126418  0.12
H 1.442427 0.541660 0.610489  0.08
H -0.566826 -1.234484 -0.654779  0.13
H -0.764135 2.851296 -0.695745  0.08
H 0.180833 1.356327 -0.915224  0.06
H -0.095060 -2.401381 0.603224  0.13
H 2.183340 -1.710340 0.595744  0.12
H -1.350856 1.621211 -1.792984  0.08
H -2.126196 0.085250 1.823621  0.12

Atoms 1-3, force components in eV/Å:
O 0.077 0.064 0.212
O -0.005 0.178 0.021
N 0.027 -0.301 0.307

As for the net charge: 0. Its multiplicity is 1. The strongest force on any atom comes out at 0.008 Eh/bohr. The value obtained for the energy relative to the best compared isomer or geometry (same formula, charge and spin) is 2.513 eV. The calculation puts the HOMO energy at -9.661 eV. The SMILES is C/N=C\OCCO. The calculation puts the total energy at -9877.54812 eV.

=====

No. 3
Entry from the Open Molecules 2025 dataset: an isolated molecule of C4H9NO2 (the ωB97M-V functional and the def2-TZVPD basis).

Each line ends with the Löwdin charge.
CARTESIAN COORDINATES (ANGSTROEM)
O -0.422764 -1.920416 1.210999  -0.06
O 2.059346 -1.530252 0.197929  0.01
N 1.046588 0.480465 -0.304389  0.06
C -1.177653 1.394879 -0.371443  -0.06
C -0.276906 0.382805 0.328166  -0.34
C -0.897487 -1.021013 0.254254  -0.25
C 2.065111 -0.407304 -0.284426  -0.32
H -2.130734 1.491641 0.154722  0.08
H -1.383890 1.075314 -1.399791  0.09
H 2.962746 -0.011484 -0.795902  0.14
H -0.177562 0.635814 1.391758  0.15
H 0.521701 -2.051459 1.007240  0.05
H -0.792681 -1.396720 -0.778439  0.13
H 1.291965 1.392509 -0.653507  0.12
H -0.718768 2.390227 -0.407842  0.08
H -1.969012 -0.905010 0.450678  0.12

Atoms 1-3, force components in eV/Å:
O 0.168 -0.105 0.001
O -0.054 0.369 -0.169
N 0.198 -0.189 0.033

As for the net charge: 0. Its multiplicity is 1. The strongest force on any atom comes out at 0.008 Eh/bohr. The value obtained for the energy relative to the best compared isomer or geometry (same formula, charge and spin) is 0.802 eV. The calculation puts the HOMO energy at -9.927 eV. The SMILES is C[C@@H](CO)NC=O. The calculation puts the total energy at -9879.25842 eV.

=====

No. 4
Entry from the Open Molecules 2025 dataset: a 3-piece molecular cluster, C4H9NO2 overall in a non-equilibrium geometry (the ωB97M-V functional and the def2-TZVPD basis).

Each line ends with the Löwdin charge.
CARTESIAN COORDINATES (ANGSTROEM)
O -0.196298 -0.274433 2.420157  -0.04
O -0.711870 -3.086495 0.273957  -0.05
N -0.186432 0.013787 -0.631472  -0.01
C 1.317189 1.581117 -1.056155  -0.11
C 1.124166 0.227752 -0.964771  -0.14
C -0.837801 1.207531 -0.517609  -0.16
C 0.057414 2.211304 -0.802333  -0.11
H -1.614147 -3.135095 0.651672  0.07
H -0.165771 3.255365 -0.938881  0.09
H 1.845446 -0.555424 -1.117599  0.11
H 2.142373 2.248807 -1.240567  0.09
H -1.903904 1.278393 -0.382116  0.11
H 0.173864 0.367371 1.814586  0.01
H -0.680044 -0.852663 -0.466428  0.11
H -0.203677 -3.397138 1.024011  0.04
H -0.160508 -1.090178 1.933547  -0.01

Atoms 1-3, force components in eV/Å:
O -0.133 0.179 0.630
O -1.040 0.187 0.558
N -0.598 -0.044 0.083

As for the net charge: 0. Its multiplicity is 1. The strongest force on any atom comes out at 0.030 Eh/bohr. The value obtained for the energy relative to the best compared isomer or geometry (same formula, charge and spin) is 1.392 eV. The calculation puts the HOMO energy at -8.407 eV. The SMILES is c1cc[nH]c1.O.O. The calculation puts the total energy at -9878.66844 eV.

=====

No. 5
Entry from the Open Molecules 2025 dataset: a 2-piece molecular cluster, C4H9NO2 overall (the ωB97M-V functional and the def2-TZVPD basis).

Each line ends with the Löwdin charge.
CARTESIAN COORDINATES (ANGSTROEM)
O 0.002089 -1.556268 -0.800515  0.03
O -2.612236 0.605669 1.659863  0.06
N -1.758610 -1.493838 1.399159  0.17
C -1.745181 -0.142913 1.254496  -0.54
C 2.278626 0.957249 -1.146758  -0.04
C -0.493074 0.371038 0.534752  -0.07
C -0.317874 -0.387377 -0.759452  -0.29
H -1.090707 -2.049985 0.879288  0.09
H 2.922293 1.016538 -2.026730  0.03
H 2.813536 1.298021 -0.256320  0.03
H 1.395769 1.593612 -1.290725  0.02
H 1.983571 -0.084040 -1.013421  0.01
H -2.620842 -1.916161 1.706150  0.12
H -0.525382 0.162393 -1.693693  0.13
H -0.610318 1.444410 0.380792  0.12
H 0.378340 0.181651 1.173114  0.14

Atoms 1-3, force components in eV/Å:
O -0.216 0.494 -0.026
O 0.259 -0.237 -0.125
N -0.178 0.049 0.048

As for the net charge: 0. Its multiplicity is 1. The strongest force on any atom comes out at 0.010 Eh/bohr. The value obtained for the energy relative to the best compared isomer or geometry (same formula, charge and spin) is 1.004 eV. The calculation puts the HOMO energy at -10.043 eV. The SMILES is NC(=O)CC=O.C. The calculation puts the total energy at -9879.05618 eV.

=====

No. 6
Entry from the Open Molecules 2025 dataset: a 2-piece molecular cluster, C4H9NO2 overall (the ωB97M-V functional and the def2-TZVPD basis).

Each line ends with the Löwdin charge.
CARTESIAN COORDINATES (ANGSTROEM)
O 1.664561 -0.213056 0.271233  0.04
O -0.882901 -1.742369 -0.418254  -0.14
N 1.389231 1.800079 2.374515  0.11
C 0.824185 0.514485 -0.181575  -0.30
C -0.877719 -1.951033 -1.811221  -0.16
C -0.265399 1.153804 0.618929  -0.14
C 0.325224 1.983445 1.747080  -0.25
H 1.935900 0.984503 2.089953  0.05
H -0.916891 1.763766 -0.009076  0.11
H -0.255927 -2.353305 -0.012683  0.09
H -0.269862 2.850951 2.024310  0.10
H -0.852271 0.366006 1.098677  0.12
H -1.539718 -1.197239 -2.238731  0.08
H -1.258137 -2.945188 -2.072970  0.08
H 0.853827 0.815338 -1.245888  0.12
H 0.125896 -1.830185 -2.234298  0.08

Atoms 1-3, force components in eV/Å:
O 0.218 -0.266 0.139
O 0.013 -0.140 0.426
N 0.675 0.064 0.648

As for the net charge: 0. Its multiplicity is 1. The strongest force on any atom comes out at 0.018 Eh/bohr. The value obtained for the energy relative to the best compared isomer or geometry (same formula, charge and spin) is 2.560 eV. The calculation puts the HOMO energy at -9.492 eV. The SMILES is [H]/N=C\CC=O.CO. The calculation puts the total energy at -9877.50018 eV.

=====

No. 7
Entry from the Open Molecules 2025 dataset: an isolated molecule of C4H9NO2 (the ωB97M-V functional and the def2-TZVPD basis).

Each line ends with the Löwdin charge.
CARTESIAN COORDINATES (ANGSTROEM)
O -0.427922 -1.650242 -2.072993  -0.07
O 1.270447 1.101118 1.448841  0.03
N -0.470509 2.478134 1.657519  0.15
C 0.052888 -0.959480 0.171254  -0.19
C 0.089948 1.313721 1.222026  -0.52
C -0.784237 0.293288 0.462927  -0.11
C 0.572774 -1.071266 -1.252151  -0.28
H -1.441502 2.724902 1.575991  0.10
H -0.489967 -1.876740 0.413109  0.12
H -0.047272 -1.776374 -2.950769  0.08
H -1.165967 0.735170 -0.467537  0.12
H 0.853212 -0.072785 -1.623129  0.12
H 0.917120 -0.893972 0.834742  0.10
H 1.485348 -1.685566 -1.257949  0.12
H -1.672284 0.051542 1.061596  0.12
H 0.133587 3.066086 2.214531  0.11

Atoms 1-3, force components in eV/Å:
O -0.027 -0.030 -0.320
O -0.295 0.127 -0.071
N -0.036 -0.007 -0.001

As for the net charge: 0. Its multiplicity is 1. The strongest force on any atom comes out at 0.010 Eh/bohr. The value obtained for the energy relative to the best compared isomer or geometry (same formula, charge and spin) is 0.732 eV. The calculation puts the HOMO energy at -9.921 eV. The SMILES is NC(=O)CCCO. The calculation puts the total energy at -9879.32882 eV.

=====

No. 8
Entry from the Open Molecules 2025 dataset: an isolated molecule of C4H9NO2 (the ωB97M-V functional and the def2-TZVPD basis).

Each line ends with the Löwdin charge.
CARTESIAN COORDINATES (ANGSTROEM)
O 0.937279 0.452195 -0.095111  -0.21
O -0.963181 1.733665 -0.468761  -0.02
N -0.424116 0.447427 -0.673678  -0.08
C -0.866751 0.085461 1.623223  0.07
C -0.961496 -0.402922 0.394438  -0.36
C -1.156199 -1.841009 0.018722  -0.05
C 2.110954 0.819211 -0.781353  -0.09
H 2.381520 0.173934 -1.625443  0.08
H -1.052059 2.096187 -1.360094  0.10
H -1.650609 -2.387699 0.830042  0.08
H -0.550529 1.114009 1.751224  0.07
H -1.732036 -1.976208 -0.904544  0.08
H -0.173031 -2.300431 -0.146591  0.08
H -0.907064 -0.552688 2.492870  0.07
H 2.864281 0.659965 0.000800  0.09
H 2.143034 1.878902 -1.055745  0.08

Atoms 1-3, force components in eV/Å:
O -0.102 0.056 0.211
O 0.173 0.182 -0.193
N 0.861 -0.181 0.108

As for the net charge: 0. Its multiplicity is 1. The strongest force on any atom comes out at 0.017 Eh/bohr. The value obtained for the energy relative to the best compared isomer or geometry (same formula, charge and spin) is 5.655 eV. The calculation puts the HOMO energy at -9.210 eV. The SMILES is C=C(C)N(O)OC. The calculation puts the total energy at -9874.40599 eV.

=====

No. 9
Entry from the Open Molecules 2025 dataset: a 2-piece molecular cluster, C4H9NO2 overall in a non-equilibrium geometry (the ωB97M-V functional and the def2-TZVPD basis).

Each line ends with the Löwdin charge.
CARTESIAN COORDINATES (ANGSTROEM)
O -0.528603 -0.690789 1.943438  -0.04
O -1.662192 0.994740 1.042653  -0.04
N -0.152326 -0.491124 -2.691870  0.24
C 1.610238 0.242080 -1.216843  -0.20
C 1.730589 0.458906 0.237751  -0.13
C -1.429552 0.152605 1.957186  -0.56
C 0.261249 -0.677328 -1.398850  -0.26
H 1.101419 -0.264494 0.729993  0.02
H 1.477912 1.437715 0.633367  0.09
H -0.498585 -0.288507 -0.632760  0.18
H 2.785535 0.271516 0.597439  0.10
H 2.322669 -0.174069 -1.928016  0.11
H -2.233241 0.112758 2.717509  0.13
H 1.119341 1.135825 -1.754228  0.12
H 0.613278 -1.719576 -1.130649  0.16
H -0.806966 -1.229829 -2.978452  0.09

Atoms 1-3, force components in eV/Å:
O -0.058 -0.528 0.679
O -0.010 -0.215 -0.011
N -1.221 -0.128 1.826

As for the net charge: 0. Its multiplicity is 1. The strongest force on any atom comes out at 0.103 Eh/bohr. The value obtained for the energy relative to the best compared isomer or geometry (same formula, charge and spin) is 7.688 eV. The calculation puts the HOMO energy at -9.094 eV. The calculation puts the total energy at -9872.37269 eV.

=====

No. 10
Entry from the Open Molecules 2025 dataset: a 3-piece molecular cluster, C4H9NO2 overall (the ωB97M-V functional and the def2-TZVPD basis).

Each line ends with the Löwdin charge.
CARTESIAN COORDINATES (ANGSTROEM)
O -0.211396 -1.606873 -1.508614  -0.06
O -1.733856 1.990164 1.546243  0.04
N -1.739479 -0.134881 0.727906  0.17
C -1.131844 1.037673 1.081617  -0.57
C 0.983397 -1.703935 -1.367143  -0.15
C 0.356139 1.087157 0.915991  -0.11
C 1.174359 0.064876 1.155443  0.00
H 1.436091 -2.574592 -0.856515  0.09
H 0.739227 2.072344 0.661801  0.11
H -0.331805 0.772857 -1.979166  0.03
H 0.792277 -0.905910 1.466470  0.07
H 2.253572 0.179484 1.084953  0.07
H 1.683342 -0.934213 -1.741022  0.09
H -1.318522 -0.737085 0.031910  0.05
H -0.202528 1.504250 -1.970448  0.06
H -2.748975 -0.111315 0.750573  0.11

Atoms 1-3, force components in eV/Å:
O 0.513 -0.111 0.043
O 0.141 -0.265 -0.123
N -0.079 0.108 -0.041

As for the net charge: 0. Its multiplicity is 1. The strongest force on any atom comes out at 0.010 Eh/bohr. The value obtained for the energy relative to the best compared isomer or geometry (same formula, charge and spin) is 2.916 eV. The calculation puts the HOMO energy at -9.756 eV. The SMILES is C=CC(N)=O.[H][H].C=O. The calculation puts the total energy at -9877.14425 eV.